# 1
C30H82AsF6O27S11 | ωB97M-V/def2-TZVPD

Atoms and positions in Å:
As: -0.169 -0.826 -0.058
S: -4.343 -3.259 2.487
S: -2.020 -5.678 -3.117
S: 3.539 -4.116 -2.732
S: 4.263 2.842 -4.300
S: -5.778 -1.020 -2.232
S: 5.636 -1.031 3.012
S: -4.638 3.200 0.983
S: -2.856 2.932 5.732
S: 1.395 4.374 0.336
S: 0.263 -1.947 4.351
S: -1.330 0.989 -5.079
F: 0.033 -2.622 -0.220
F: 0.578 -0.534 -1.669
F: -0.373 0.974 0.025
F: -0.938 -0.999 1.552
F: -1.846 -0.970 -0.781
F: 1.453 -0.677 0.690
O: 4.255 -3.016 -2.123
O: 4.627 1.223 -4.192
O: -0.255 2.096 -4.427
O: -2.626 1.613 -5.202
O: 4.980 -0.509 4.238
O: -2.246 2.655 4.187
O: -4.257 -1.598 2.691
O: -4.450 -1.405 -2.887
O: -0.668 0.380 -6.206
O: -1.902 2.522 6.726
O: -5.011 3.988 -0.466
O: 3.949 -5.541 -1.940
O: -0.716 -6.439 -2.864
O: -4.614 4.220 2.023
O: -3.874 -3.960 3.711
O: 0.015 4.290 -0.175
O: -4.205 2.418 5.715
O: 5.369 3.582 -4.861
O: 3.724 3.287 -3.030
O: -5.610 -3.581 1.906
O: 2.273 5.435 -0.553
O: 4.980 -2.535 2.702
O: 1.585 4.617 1.787
O: 7.116 -1.074 2.886
O: 3.622 -4.356 -4.167
O: -5.446 2.005 1.118
O: 0.541 -1.484 5.758
C: -0.625 2.844 -3.279
C: 4.544 0.414 -1.910
C: -3.030 4.775 5.652
C: -1.728 -4.052 -2.320
C: 5.023 -0.057 1.538
C: 3.657 5.670 -0.107
C: 3.790 0.453 -3.279
C: -4.435 5.207 -0.754
C: -3.240 -6.179 -1.761
C: -2.798 2.692 0.562
C: 4.195 -7.914 -1.826
C: -5.283 -0.976 -0.476
C: -5.188 6.418 -0.068
C: 3.481 -6.741 -2.509
C: 2.224 2.792 -0.084
C: -5.812 0.861 -2.465
C: 5.284 -3.202 1.491
C: -3.085 -3.268 1.125
C: -0.016 -3.750 4.516
C: -4.123 -0.884 4.936
C: -0.175 1.405 3.996
C: 1.818 -4.036 -2.231
C: -0.152 4.305 -3.483
C: 2.909 2.680 -5.540
C: -1.392 -0.372 -3.790
C: -3.395 -0.995 3.616
C: 4.742 -4.636 1.636
C: 1.853 -1.983 3.559
C: -0.881 2.833 3.984
C: 4.257 6.573 -1.230
H: -0.925 -3.866 5.107
H: 1.260 -4.668 -2.922
H: -5.544 1.106 -3.493
H: 1.587 -2.974 -2.313
H: -2.232 -1.001 -4.087
H: 1.748 -2.372 2.546
H: 0.955 -4.107 4.857
H: -4.393 -0.348 -0.437
H: 3.604 -6.767 -3.591
H: 2.426 -6.833 -2.252
H: 3.950 6.227 -2.217
H: 1.952 3.119 -5.260
H: -6.077 -0.453 0.058
H: 5.020 -2.717 0.551
H: 3.854 -8.099 -0.807
H: -0.646 3.366 3.062
H: -3.131 -4.188 0.542
H: -6.116 6.637 -0.598
H: -3.123 0.002 3.270
H: -2.428 -1.398 3.920
H: -0.729 4.997 -2.869
H: -4.640 7.358 -0.132
H: -0.423 -0.869 -3.738
H: -3.193 -2.417 0.452
H: 4.793 1.388 -1.490
H: -3.476 -0.611 5.769
H: -2.040 5.204 5.500
H: -0.367 3.400 4.759
H: -2.115 3.487 0.864
H: -5.145 -1.972 -0.055
H: -0.165 -4.206 3.537
H: 1.683 -4.420 -1.220
H: -2.103 -3.068 1.554
H: -1.388 -4.190 -1.294
H: 2.079 2.601 -1.147
H: -0.173 2.453 -2.368
H: -5.148 1.496 -1.879
H: -3.589 5.016 6.556
H: -2.847 -5.956 -0.769
H: -3.459 5.024 4.681
H: 3.659 6.226 0.831
H: -4.701 -1.781 5.158
H: 3.903 -0.164 -1.244
H: 3.623 -0.530 -3.720
H: 3.286 2.973 0.081
H: 2.751 0.775 -3.212
H: 3.822 -4.656 1.051
H: 4.134 -8.769 -2.499
H: 5.475 -5.313 1.197
H: 6.369 -3.296 1.442
H: -1.002 -3.424 -2.835
H: -3.360 5.204 -0.578
H: 4.325 4.810 -0.064
H: 4.815 0.947 1.908
H: -4.794 -0.025 4.915
H: 2.630 1.647 -5.752
H: -2.784 2.467 -0.504
H: -5.374 6.312 1.000
H: -0.762 0.680 3.430
H: -0.358 4.666 -4.490
H: -2.509 1.830 1.163
H: 2.285 -0.990 3.433
H: 0.922 4.401 -3.326
H: -6.830 1.227 -2.333
H: 0.769 1.476 3.455
H: 4.041 7.623 -1.032
H: 3.176 3.189 -6.466
H: 5.744 -0.201 0.734
H: -1.822 0.139 -2.929
H: 4.069 -0.511 1.271
H: -2.630 -3.440 -2.343
H: -4.450 5.412 -1.824
H: 2.592 -2.630 4.031
H: 5.335 6.455 -1.118
H: 1.809 2.076 0.626
H: 4.624 -4.814 2.704
H: -3.352 -7.263 -1.772
H: -4.203 -5.703 -1.944
H: 5.503 -0.059 -2.120
H: -1.702 2.884 -3.121
H: -0.017 1.110 5.033
H: 5.254 -7.680 -1.716

Cartesian forces (eV/Å) of the 6 atoms listed first:
As -0.8 1.0 -1.6
S 2.2 0.6 0.4
S 1.1 -0.2 2.1
S -0.4 -1.6 -0.3
S -0.9 -0.8 -0.6
S 2.9 1.6 -0.1

The calculation puts the orbital gap (alpha / beta) at 8.19 / 3.24 eV. Its total energy is -10438.4623 Eh. As for the multiplicity: 2. For the lowest unoccupied orbital energy (alpha / beta), the calculation gives -0.9 / -5.8 eV.

---

# 2
C30H82B2F8O12V2 | ωB97M-V/def2-TZVPD

Atoms and positions in Å:
V: -0.166 -2.910 0.391
V: -0.809 0.177 -0.391
F: 2.837 2.222 0.873
F: -3.081 -3.313 -2.783
F: -3.321 -4.070 -0.600
F: 0.742 1.327 0.625
F: 2.373 -0.029 1.155
F: -1.276 -3.407 -1.443
F: -2.277 -5.378 -2.167
F: 1.750 1.527 2.611
O: -1.339 -1.236 1.033
O: 4.474 2.378 -1.382
O: -1.531 4.448 1.776
O: -2.438 -0.473 -1.755
O: 1.290 -4.481 -0.211
O: -1.102 -4.605 1.493
O: -2.140 1.868 0.551
O: -0.183 1.366 -2.163
O: 1.057 3.863 2.933
O: 0.467 -0.941 -3.596
O: 0.549 -1.400 -0.894
O: 1.432 -2.356 1.784
C: 0.913 -1.652 -4.734
C: 0.311 -1.009 -5.991
C: -3.281 1.453 1.254
C: 3.366 0.334 -1.959
C: -1.758 -4.254 2.727
C: -1.368 -5.221 3.846
C: 4.676 0.983 -1.495
C: 1.473 -5.926 -2.037
C: -4.411 2.464 1.143
C: 1.727 -2.863 3.110
C: 2.451 -1.522 -4.808
C: -2.736 0.396 -3.935
C: -2.862 1.259 2.729
C: 0.483 2.596 -2.395
C: -4.698 -0.014 -2.372
C: -0.191 3.554 4.970
C: 1.293 -1.849 4.126
C: 5.888 0.623 -2.466
C: -0.558 3.673 -2.046
C: -2.422 6.330 3.026
C: 0.925 2.571 -3.899
C: 2.388 3.639 4.865
C: -3.222 0.412 -2.500
C: -1.532 6.598 0.698
C: -2.223 5.689 1.706
C: 1.031 4.137 4.329
C: 3.221 -4.149 -1.600
C: 1.701 -4.487 -1.534
C: -3.248 -4.358 2.517
C: 3.198 -3.281 3.144
B: -2.470 -4.063 -1.750
B: 1.933 1.264 1.297
H: 3.809 -4.934 -1.126
H: -1.497 3.694 -2.599
H: -3.794 -4.328 3.460
H: -2.688 -1.358 -2.029
H: 0.537 -1.523 -2.837
H: 1.170 -3.792 3.233
H: 1.829 -6.657 -1.311
H: -2.182 -0.933 1.423
H: -0.239 2.470 4.875
H: 1.455 3.469 -4.218
H: -4.790 -0.076 -1.287
H: 2.698 -0.460 -4.792
H: 3.411 -4.024 2.376
H: -3.243 5.566 1.340
H: 2.059 -6.000 -2.953
H: -3.430 0.944 -4.573
H: 0.615 -2.698 -4.662
H: -3.518 -3.495 1.908
H: 5.708 0.876 -3.511
H: 1.723 -5.218 0.227
H: 0.465 -1.617 -6.883
H: 1.762 -2.154 5.062
H: -1.515 -3.222 2.983
H: -1.986 0.621 2.844
H: -0.284 -5.144 3.929
H: 6.197 -0.421 -2.520
H: -2.003 7.580 0.707
H: -1.770 0.896 -3.863
H: 3.918 2.530 -0.615
H: -0.114 3.872 6.010
H: -4.705 2.576 0.100
H: -1.506 -5.393 1.122
H: 2.762 2.723 4.408
H: 0.089 2.446 -4.588
H: 1.360 2.729 -1.760
H: 2.902 -1.969 -5.694
H: -5.380 0.701 -2.831
H: 3.495 -3.707 4.103
H: -0.090 4.650 -2.164
H: -1.857 -4.988 4.792
H: -3.613 0.482 0.888
H: 3.542 -3.935 -2.620
H: 1.832 -0.922 3.934
H: -1.495 6.378 3.597
H: 0.971 5.221 4.422
H: 3.181 4.383 4.794
H: 4.950 0.657 -0.491
H: 3.189 0.567 -3.009
H: 6.800 1.142 -2.173
H: -3.530 -5.315 2.080
H: -0.805 3.600 -0.987
H: -3.140 1.448 -2.173
H: -2.702 2.233 3.193
H: -0.477 6.702 0.953
H: -1.656 -6.222 3.525
H: 2.517 0.741 -1.412
H: 3.287 -0.747 -1.843
H: 2.344 3.463 5.940
H: -4.194 3.399 1.659
H: 3.789 -2.380 2.984
H: -2.584 -0.596 -4.358
H: 1.625 1.742 -4.002
H: 3.389 -3.198 -1.094
H: 0.477 -6.330 -2.217
H: -1.147 3.888 4.567
H: -3.691 0.835 3.295
H: -1.596 6.200 -0.315
H: -5.031 -0.893 -2.922
H: 1.375 2.969 2.789
H: -2.024 2.757 0.895
H: 0.236 -1.624 4.269
H: -0.659 4.565 2.158
H: 0.650 0.009 -6.184
H: 1.075 -3.825 -2.133
H: 2.079 -1.677 1.579
H: -0.772 -0.985 -5.876
H: 0.041 0.772 -2.883
H: -3.161 5.795 3.623
H: -2.760 7.364 2.956
H: -5.288 2.124 1.694
H: 1.392 -0.940 -1.072
H: 2.905 -1.980 -3.929

Cartesian forces (eV/Å) of the 6 atoms listed first:
V 0.2 0.6 -0.1
V 0.1 0.0 -0.2
F 0.4 0.2 -0.9
F 0.2 0.2 0.3
F 0.7 0.2 -0.5
F -1.7 0.6 -1.1

The calculation puts the orbital gap (alpha / beta) at 7.19 / 9.74 eV. Its total energy is -4832.4040 Eh. As for the multiplicity: 7. For the lowest unoccupied orbital energy (alpha / beta), the calculation gives 0.1 / 0.1 eV.

---

Which of these has the lowest multiplicity?
C30H82AsF6O27S11